Arrangement 1

The following is a quantum chemistry calculation of C2H4N6 as an isolated structure, from the Open Molecules 2025 dataset.

The geometry in ORCA input format:
```
! RIJCOSX wB97M-V def2-TZVPD def2/J DEFGRID3
* xyz 0 1
C -1.364 -0.883 -0.508
C 0.562 0.752 -0.166
H -2.018 0.402 1.322
H -1.391 -1.883 -1.253
H 2.686 0.824 0.727
H -0.830 2.383 -0.070
N -2.358 -0.331 0.364
N -0.095 -0.500 -0.236
N 0.747 -1.675 0.011
N 1.942 -1.194 0.108
N 1.858 0.157 -0.041
N 0.262 1.947 -0.259
*
```

Summary:
Highest occupied orbital energy, eV: -9.245
Frontier orbital gap, eV: 9.137
E_LUMO, eV: -0.11

Atomic partial charges in e from the Löwdin method, atoms 1 to 6: -0.23, -0.52, 0.14, 0.17, 0.29, 0.16



Arrangement 2

The following is a quantum chemistry calculation of one molecule with the formula C2H4N6, from the Open Molecules 2025 dataset.

The geometry in ORCA input format:
```
! RIJCOSX wB97M-V def2-TZVPD def2/J DEFGRID3
* xyz 0 1
C -0.943 0.292 0.025
C 1.267 -1.032 0.146
H -2.851 -0.196 -0.393
H -2.000 -1.516 0.583
H -0.288 2.138 -0.035
H 0.882 -2.039 -0.131
N -1.932 -0.814 -0.113
N -1.248 1.625 -0.154
N 0.584 0.100 0.266
N 2.568 -0.597 -0.296
N 2.588 0.795 -0.069
N 1.374 1.244 0.171
*
```

Summary:
Highest occupied orbital energy, eV: -10.159
Structure (SMILES): [H]/N=C(/N)n1cnnn1
Frontier orbital gap, eV: 10.065
E_LUMO, eV: -0.09

Atomic partial charges in e from the Löwdin method, atoms 1 to 6: -0.31, -0.11, 0.17, 0.05, 0.05, 0.13



Arrangement 3

The following is a quantum chemistry calculation of one molecule with the formula C2H4N6, from the Open Molecules 2025 dataset.

The geometry in ORCA input format:
```
! RIJCOSX wB97M-V def2-TZVPD def2/J DEFGRID3
* xyz 0 1
C -0.472 -0.352 -0.113
C 1.096 1.290 -0.144
H -2.396 1.143 0.684
H -3.583 0.017 0.045
H 1.529 2.201 -0.561
H 3.015 0.400 0.273
N -2.636 0.287 0.152
N -1.691 -0.674 -0.026
N -0.183 1.125 -0.197
N 1.991 0.327 0.384
N 1.695 -1.038 -0.011
N 0.495 -1.368 -0.145
*
```

Summary:
Highest occupied orbital energy, eV: -8.250
Structure (SMILES): N/N=c1\nc[nH]nn1
Frontier orbital gap, eV: 8.508
E_LUMO, eV: 0.26

Atomic partial charges in e from the Löwdin method, atoms 1 to 6: -0.41, -0.21, 0.10, 0.07, 0.11, 0.13



Stability comparison, relative energies in eV: arrangement 1 3.456; arrangement 2 0.506; arrangement 3 0.000



Arrangement 1

The following is a quantum chemistry calculation of one molecule with the formula C2H7N5O, from the Open Molecules 2025 dataset.

The geometry in ORCA input format:
```
! RIJCOSX wB97M-V def2-TZVPD def2/J DEFGRID3
* xyz 0 1
C 0.223 -0.361 -1.178
C -0.638 0.502 0.998
H 2.217 -0.930 -1.053
H 1.516 -1.264 -2.500
H -0.844 -0.925 -2.716
H 1.291 0.332 0.486
H -2.610 0.550 1.238
H -2.117 0.069 -0.338
H 1.199 0.962 3.319
N 1.528 -0.599 -1.735
N -0.887 -0.553 -1.765
N 0.370 0.249 0.064
N -1.915 0.599 0.508
N -0.374 0.734 2.253
O 1.041 0.632 2.418
*
```

Summary:
Highest occupied orbital energy, eV: -8.169
Structure (SMILES): [H]/N=C(\N)N/C(N)=N\O
Frontier orbital gap, eV: 8.905
E_LUMO, eV: 0.74

Atomic partial charges in e from the Löwdin method, atoms 1 to 6: -0.49, -0.45, 0.09, 0.08, 0.06, 0.12



Arrangement 2

The following is a quantum chemistry calculation of one molecule with the formula C2H7N5O, from the Open Molecules 2025 dataset.

The geometry in ORCA input format:
```
! RIJCOSX wB97M-V def2-TZVPD def2/J DEFGRID3
* xyz 0 1
C -0.796 -0.946 0.519
C 0.860 0.536 0.047
H -1.835 0.903 -0.994
H -3.465 0.331 -0.257
H -0.561 -1.520 1.600
H 1.272 -2.383 0.475
H 2.802 1.664 0.023
H 2.462 -0.352 -0.305
H 0.059 2.587 0.105
N -2.511 0.127 -0.695
N -1.900 -0.488 0.416
N 0.378 -0.785 -0.446
N 2.233 0.708 -0.031
N -0.133 1.551 0.012
O 1.136 -1.933 -0.468
*
```

Summary:
Highest occupied orbital energy, eV: -8.692
Structure (SMILES): [H]/N=C(\N)N(O)/C=N\N
Frontier orbital gap, eV: 9.131
E_LUMO, eV: 0.44

Atomic partial charges in e from the Löwdin method, atoms 1 to 6: -0.26, -0.43, 0.07, 0.10, 0.17, 0.16



Arrangement 3

The following is a quantum chemistry calculation of one molecule with the formula C2H7N5O, from the Open Molecules 2025 dataset.

The geometry in ORCA input format:
```
! RIJCOSX wB97M-V def2-TZVPD def2/J DEFGRID3
* xyz 0 1
C -1.680 0.024 -0.103
C 1.678 -0.022 0.200
H -2.219 1.897 -0.562
H -0.465 1.531 -0.387
H -3.118 -1.286 0.167
H -0.936 -1.821 0.612
H 3.598 0.269 -0.106
H 2.894 -0.673 -1.372
H 0.553 0.466 1.713
N -1.418 1.235 -0.584
N -2.989 -0.306 0.011
N -0.601 -0.852 0.366
N 2.785 -0.037 -0.672
N 1.370 0.829 1.123
O 0.708 -0.810 -0.294
*
```

Summary:
Highest occupied orbital energy, eV: -8.904
Structure (SMILES): [H]/N=C(/N)NO/C(N)=N\[H]
Frontier orbital gap, eV: 9.587
E_LUMO, eV: 0.68

Atomic partial charges in e from the Löwdin method, atoms 1 to 6: -0.51, -0.56, 0.14, 0.08, -0.01, 0.16



Stability comparison, relative energies in eV: arrangement 1 0.000; arrangement 2 5.474; arrangement 3 1.663



Arrangement 1

The following is a quantum chemistry calculation of one molecule with the formula C21H30ClN3O3S, from the Open Molecules 2025 dataset.

The geometry in ORCA input format:
```
! RIJCOSX wB97M-V def2-TZVPD def2/J DEFGRID3
* xyz 0 1
C 2.225 1.303 1.861
C 1.309 1.934 0.822
C 0.505 0.892 0.033
C -0.274 1.588 -1.086
O 0.217 1.663 -2.203
N -1.457 2.136 -0.746
C -2.152 3.015 -1.681
C -3.032 2.170 -2.602
C -3.723 2.896 -3.760
C -2.814 3.821 -4.583
C -2.871 5.299 -4.197
N -2.429 5.613 -2.843
C -1.192 6.064 -2.526
O -0.847 6.269 -1.373
C -0.221 6.252 -3.650
S 0.982 5.066 -3.971
C 1.660 5.994 -5.254
C 2.843 5.495 -6.022
C 0.988 7.163 -5.422
C -0.087 7.298 -4.501
Cl -1.149 8.662 -4.491
C -3.321 5.307 -1.728
C -2.869 4.102 -0.889
N -0.292 0.016 0.892
C 0.004 -1.412 0.951
C -1.123 -1.972 1.823
C -1.502 -0.788 2.711
C -1.122 0.423 1.883
O -1.493 1.571 2.082
H 2.806 2.068 2.376
H 1.654 0.762 2.618
H 2.927 0.604 1.400
H 0.620 2.631 1.300
H 1.892 2.502 0.094
H 1.203 0.240 -0.493
H -1.671 2.185 0.247
H -1.373 3.478 -2.289
H -2.383 1.397 -3.021
H -3.782 1.656 -1.992
H -4.131 2.127 -4.419
H -4.591 3.457 -3.404
H -1.778 3.470 -4.542
H -3.110 3.774 -5.634
H -2.273 5.879 -4.896
H -3.900 5.656 -4.291
H 3.111 6.215 -6.794
H 3.709 5.354 -5.373
H 2.631 4.541 -6.506
H 1.238 7.907 -6.164
H -3.375 6.182 -1.079
H -4.310 5.147 -2.151
H -3.738 3.684 -0.371
H -2.177 4.464 -0.128
H 0.014 -1.838 -0.052
H 0.990 -1.577 1.400
H -1.969 -2.248 1.192
H -0.814 -2.854 2.379
H -2.551 -0.744 2.994
H -0.907 -0.755 3.628
*
```

Summary:
Highest occupied orbital energy, eV: -8.634
Structure (SMILES): CC[C@H](C(=O)N[C@H]1CCCCN(C(=O)c2sc(C)cc2Cl)CC1)N1CCCC1=O
Frontier orbital gap, eV: 9.380
E_LUMO, eV: 0.75

Atomic partial charges in e from the Löwdin method, atoms 1 to 6: -0.08, -0.18, -0.19, -0.44, 0.05, 0.13



Arrangement 2

The following is a quantum chemistry calculation of one molecule with the formula C21H30ClN3O3S, from the Open Molecules 2025 dataset.

The geometry in ORCA input format:
```
! RIJCOSX wB97M-V def2-TZVPD def2/J DEFGRID3
* xyz 0 1
C 2.047 4.757 -1.510
C 1.123 3.631 -1.068
C 1.429 2.320 -1.794
C 0.404 1.242 -1.411
O -0.789 1.496 -1.422
N 0.892 0.009 -1.151
C 0.008 -1.086 -0.756
C -0.687 -1.635 -2.003
C -1.810 -2.663 -1.812
C -2.797 -2.365 -0.674
C -2.488 -3.049 0.658
N -1.235 -2.663 1.295
C -1.108 -2.136 2.555
O -0.063 -2.227 3.176
C -2.241 -1.354 3.136
S -3.357 -0.432 2.197
C -4.127 0.216 3.586
C -5.226 1.220 3.458
C -3.598 -0.305 4.722
C -2.525 -1.201 4.460
Cl -1.702 -1.992 5.744
C -0.004 -3.185 0.706
C 0.827 -2.076 0.062
N 2.813 1.893 -1.681
C 3.599 1.549 -2.857
C 4.860 0.883 -2.282
C 4.932 1.387 -0.839
C 3.505 1.790 -0.506
O 3.050 1.999 0.600
H 1.771 5.692 -1.022
H 3.086 4.547 -1.251
H 1.992 4.916 -2.590
H 1.201 3.478 0.007
H 0.084 3.872 -1.288
H 1.267 2.493 -2.865
H 1.883 -0.095 -1.021
H -0.751 -0.646 -0.103
H -1.113 -0.765 -2.507
H 0.077 -2.045 -2.673
H -2.365 -2.693 -2.752
H -1.407 -3.671 -1.689
H -2.882 -1.285 -0.531
H -3.792 -2.713 -0.963
H -3.299 -2.869 1.360
H -2.456 -4.133 0.493
H -5.597 1.484 4.447
H -4.876 2.131 2.971
H -6.060 0.828 2.875
H -3.936 -0.057 5.717
H 0.590 -3.669 1.481
H -0.286 -3.944 -0.019
H 1.606 -2.530 -0.561
H 1.326 -1.519 0.860
H 3.030 0.879 -3.506
H 3.838 2.448 -3.436
H 4.751 -0.202 -2.302
H 5.744 1.132 -2.866
H 5.277 0.646 -0.121
H 5.566 2.269 -0.731
*
```

Summary:
Highest occupied orbital energy, eV: -8.715
Structure (SMILES): CC[C@H](C(=O)N[C@H]1CCCCN(C(=O)c2sc(C)cc2Cl)CC1)N1CCCC1=O
Frontier orbital gap, eV: 9.330
E_LUMO, eV: 0.62

Atomic partial charges in e from the Löwdin method, atoms 1 to 6: -0.09, -0.19, -0.20, -0.43, 0.07, 0.13



Stability comparison, relative energies in eV: arrangement 1 0.000; arrangement 2 0.296



Arrangement 1

The following is a quantum chemistry calculation of a 2-piece molecular cluster, C6H13N2 overall, from the Open Molecules 2025 dataset.

The geometry in ORCA input format:
```
! RIJCOSX wB97M-V def2-TZVPD def2/J DEFGRID3
* xyz 1 1
C -0.259 1.906 0.164
C -0.306 0.605 0.184
C 1.754 -0.237 1.188
C 2.280 0.449 0.011
C 0.760 -1.290 -0.887
C -2.163 -0.452 0.504
N -2.913 -0.196 -0.578
N 0.930 -0.186 0.036
H 0.640 2.598 0.256
H -1.278 2.347 0.258
H 2.249 -1.121 1.573
H 1.498 0.565 1.889
H 2.086 1.496 -0.169
H 2.853 0.002 -0.754
H 1.655 -2.052 -0.959
H -0.108 -1.954 -0.397
H 0.398 -0.799 -1.906
H -1.772 -1.379 0.139
H -2.373 -0.308 1.563
H -2.801 -0.785 -1.391
H -3.128 0.791 -0.725
*
```

Summary:
Highest occupied orbital energy, eV: -12.697
Frontier orbital gap, eV: 10.003
E_LUMO, eV: -2.69

Atomic partial charges in e from the Löwdin method, atoms 1 to 6: 0.02, -0.15, -0.03, 0.01, -0.02, -0.06



Arrangement 2

The following is a quantum chemistry calculation of an isolated ion of composition C6H13N2 and charge +1, from the Open Molecules 2025 dataset.

The geometry in ORCA input format:
```
! RIJCOSX wB97M-V def2-TZVPD def2/J DEFGRID3
* xyz 1 1
C -1.790 -0.022 0.148
C 1.665 1.330 0.450
C 1.776 0.177 -0.564
C 0.532 0.375 0.692
C -3.052 0.412 -0.472
C 2.833 -0.907 -0.197
N -1.844 -1.320 0.508
N -0.700 0.710 0.186
H 2.552 1.192 1.166
H 1.182 2.272 0.114
H 1.454 0.247 -1.606
H 0.616 -0.439 1.428
H -3.185 0.120 -1.486
H -2.974 1.510 -0.417
H -3.909 0.116 -0.011
H 3.242 -1.350 -1.054
H 2.459 -1.747 0.296
H 3.645 -0.479 0.225
H -2.579 -1.954 0.152
H -0.999 -1.921 0.710
H -0.920 1.678 -0.269
*
```

Summary:
Highest occupied orbital energy, eV: -12.576
Structure (SMILES): C/C(N)=[NH+]/[C@@H]1C[C@H]1C
Frontier orbital gap, eV: 9.211
E_LUMO, eV: -3.37

Atomic partial charges in e from the Löwdin method, atoms 1 to 6: -0.34, -0.09, -0.13, -0.21, 0.03, -0.05



Arrangement 3

The following is a quantum chemistry calculation of an isolated ion of composition C6H13N2 and charge +1, from the Open Molecules 2025 dataset.

The geometry in ORCA input format:
```
! RIJCOSX wB97M-V def2-TZVPD def2/J DEFGRID3
* xyz 1 1
C -0.348 0.929 0.442
C -0.771 -0.224 -1.579
C 1.264 -0.460 -0.558
C 1.276 -1.867 -0.020
C -2.650 0.661 -0.336
C 1.694 0.912 1.451
N -1.240 0.538 -0.411
N 0.849 0.479 0.447
H -0.662 1.531 1.362
H -0.523 0.402 -2.514
H -1.308 -1.117 -1.793
H 1.951 -0.059 -1.294
H 1.513 -2.547 -0.844
H 0.260 -2.058 0.399
H 1.963 -1.837 0.837
H -3.148 1.467 -0.785
H -3.037 -0.293 -0.696
H -2.904 0.665 0.705
H 1.720 1.956 1.587
H 2.631 0.545 1.215
H 1.470 0.377 2.384
*
```

Summary:
Highest occupied orbital energy, eV: -13.247
Frontier orbital gap, eV: 9.501
E_LUMO, eV: -3.75

Atomic partial charges in e from the Löwdin method, atoms 1 to 6: -0.08, 0.10, -0.07, -0.05, -0.02, -0.03



Stability comparison, relative energies in eV: arrangement 1 3.623; arrangement 2 0.000; arrangement 3 1.133